No. 1
Here is a molecular structure, C24H37F15InO3SSn in a non-equilibrium geometry from the Open Molecules 2025 dataset. Energies are from ωB97M-V with the def2-TZVPD basis set.

Computed properties:
- frontier orbital gap (eV) = 1.9
- E (eV) = -94199.467
- E_LUMO (eV) = -8.5
- molar mass (g mol⁻¹) = 924.1
- energy relative to the best compared isomer or geometry (same formula, charge and spin) (eV) = 16.932

```
! wB97M-V def2-TZVPD RIJCOSX def2/J DEFGRID3
* xyz 1 1
C -1.194 -7.015 -1.848
C -1.247 -5.983 -3.121
C -0.147 -4.768 -3.079
C 0.658 -4.603 -1.661
C -0.201 -3.919 -0.445
C -1.622 -3.236 -0.890
C -1.462 -1.724 -1.564
C -2.669 -1.559 -2.661
C -2.461 -0.326 -3.721
C -2.769 1.168 -3.122
C -1.547 1.840 -2.260
C -0.054 1.670 -2.916
C 0.855 3.034 -2.944
C 0.871 3.891 -1.547
C 2.288 3.840 -0.718
In 2.291 1.973 0.568
C 0.251 1.544 1.561
C -0.147 2.854 2.463
C -1.353 2.581 3.565
F -0.982 1.252 4.190
F -1.300 3.537 4.734
C -2.835 2.364 2.937
F -2.844 1.106 2.101
F -3.808 2.075 4.056
S -3.543 3.718 1.890
F -4.653 4.111 3.185
F -4.745 2.574 1.336
F -2.583 3.369 0.517
F -2.510 4.941 2.478
F -4.343 4.916 0.959
C 3.735 2.350 2.331
O 3.419 3.327 3.225
C 5.146 1.521 2.546
F 6.256 2.530 2.714
F 5.484 0.786 1.280
C 5.101 0.493 3.862
F 6.474 0.371 4.416
F 4.228 1.004 4.960
C 4.476 -0.979 3.430
F 5.599 -1.777 2.869
F 3.348 -0.841 2.478
C 3.835 -1.679 4.804
O 2.505 -1.758 4.919
O 4.687 -2.207 5.892
H -1.215 -6.506 -0.794
H -0.309 -7.810 -1.942
H -2.189 -7.671 -1.912
H -2.324 -5.528 -3.301
H -0.994 -6.637 -4.087
H 0.680 -5.019 -3.902
H -0.673 -3.786 -3.456
H 1.138 -5.604 -1.251
H 1.585 -3.885 -1.884
H 0.470 -3.077 0.040
H -0.425 -4.703 0.395
H -2.233 -3.054 0.119
H -2.322 -3.944 -1.539
H -1.692 -0.935 -0.698
H -0.387 -1.500 -1.966
H -3.713 -1.515 -2.099
H -2.696 -2.557 -3.312
H -1.409 -0.460 -4.216
H -3.255 -0.503 -4.594
H -3.677 1.036 -2.358
H -3.181 1.935 -3.938
H -1.746 2.996 -2.049
H -1.529 1.314 -1.198
H -0.189 1.340 -4.055
H 0.525 0.774 -2.382
H 1.979 2.679 -3.129
H 0.603 3.718 -3.890
H 0.701 5.031 -1.852
H 0.018 3.628 -0.790
H 2.265 4.765 0.034
H 3.250 3.985 -1.373
H 2.927 0.514 -0.265
H -0.600 1.346 0.776
H 0.417 0.555 2.163
H -0.362 3.746 1.734
H 0.803 3.160 3.097
H 4.017 -2.513 6.592
Sn -4.746 6.318 -0.486
*
```

No. 2
Here is 3 unconnected molecules or ions with the total composition C24H37FNO8P in a non-equilibrium geometry from the Open Molecules 2025 dataset. Energies are from ωB97M-V with the def2-TZVPD basis set.

Computed properties:
- frontier orbital gap (eV) = 8.6
- E (eV) = -55358.097
- E_LUMO (eV) = 0.3
- structure (SMILES) = CC[C@@H](F)P(CCCCO)CCC(=O)Nc1ccccc1.C[C@@H]1COC(=O)O1.C[C@@H]1COC(=O)O1
- molar mass (g mol⁻¹) = 517.5

```
! wB97M-V def2-TZVPD RIJCOSX def2/J DEFGRID3
* xyz 0 1
C 2.850 5.500 2.952
C 1.645 5.245 1.880
C 1.946 3.796 1.201
F 1.719 2.824 2.280
P 0.746 3.523 -0.263
C 1.562 2.226 -1.426
C 2.494 1.296 -0.501
C 2.909 -0.110 -1.163
C 3.702 -0.928 0.002
O 4.158 -2.231 -0.434
C -0.879 2.828 0.450
C -1.957 4.038 0.525
C -3.286 3.479 1.245
O -3.109 2.603 2.149
N -4.664 3.940 0.891
C -5.488 2.680 0.977
C -6.214 2.268 2.310
C -6.998 0.933 2.312
C -7.063 0.042 1.034
C -6.358 0.511 -0.301
C -5.559 1.838 -0.337
H 2.718 4.713 3.781
H 3.814 5.210 2.389
H 2.865 6.572 3.347
H 1.578 6.061 1.086
H 0.637 5.109 2.434
H 3.050 3.675 0.908
H 0.765 1.651 -2.021
H 2.166 2.831 -2.182
H 1.886 1.039 0.444
H 3.458 1.868 -0.284
H 3.576 -0.026 -2.086
H 1.984 -0.747 -1.413
H 4.572 -0.249 0.354
H 2.969 -1.001 0.893
H 4.441 -2.683 0.401
H -0.662 2.348 1.462
H -1.232 1.976 -0.243
H -2.136 4.459 -0.519
H -1.498 4.805 1.258
H -4.662 4.279 -0.091
H -6.123 2.974 3.209
H -7.494 0.623 3.291
H -7.639 -0.941 1.042
H -6.446 -0.173 -1.204
H -5.066 2.135 -1.320
C -4.120 -4.702 -1.260
C -5.525 -4.139 -1.271
C -5.579 -2.652 -1.072
O -6.852 -2.468 -0.460
C -7.141 -3.631 0.189
O -8.041 -3.764 0.968
O -6.273 -4.621 -0.160
H -3.488 -4.207 -2.000
H -3.663 -4.598 -0.272
H -4.142 -5.772 -1.482
H -6.045 -4.439 -2.188
H -5.525 -2.107 -2.017
H -4.807 -2.272 -0.396
C 6.512 -3.606 -2.414
C 7.787 -4.292 -1.974
C 7.724 -4.840 -0.578
O 9.084 -4.788 -0.165
C 9.674 -3.789 -0.880
O 10.762 -3.344 -0.652
O 8.861 -3.359 -1.887
H 5.649 -4.268 -2.316
H 6.331 -2.698 -1.833
H 6.593 -3.295 -3.459
H 8.067 -5.067 -2.695
H 7.353 -5.866 -0.552
H 7.128 -4.228 0.106
*
```

Calculated values (eV) of HOMO for the records, taken in order: -10.44; -8.37.